Below is an isolated molecule of C12H12Cl2N2O2S, with properties calculated with the ωB97M-V functional and the def2-TZVPD basis.

Calculated total energy: -55593.4371 eV
Gap between HOMO and LUMO: 8.15 eV
Charge: 0
Energy above the lowest of the compared OMol25 structures with the same formula, charge and spin: 213.1 kJ/mol
M: 319.21 g mol⁻¹
E_LUMO: 0.021 Ha
SMILES string: COCCOc1cc(-n2cc[nH]c2=S)c(Cl)cc1Cl
Max |F|: 0.73 eV/A

Structure (XYZ):
```
31
Properties=species:S:1:pos:R:3:forces:R:3
C 5.09567 1.74199 -0.08485 0.0 0.0 0.0
O 3.77165 2.02737 -0.47654 -0.1 0.0 -0.1
C 2.94654 2.52298 0.54028 -0.2 -0.2 0.2
C 2.72464 1.53493 1.70602 0.2 0.5 -0.2
O 2.56680 0.20325 1.27166 -0.1 -0.2 0.0
C 1.44988 -0.17805 0.61673 -0.1 -0.2 -0.2
C 0.29457 0.57612 0.46513 0.1 0.0 0.0
C -0.81020 0.06797 -0.21001 0.4 -0.5 0.0
N -1.96282 0.86465 -0.33098 -0.7 0.2 0.0
C -2.05886 2.03676 -1.05419 -0.2 0.5 -0.3
C -3.32670 2.48163 -0.95278 0.4 0.2 -0.2
N -4.00904 1.59186 -0.15759 0.4 -0.2 -0.1
C -3.17805 0.58710 0.24173 -0.2 -0.1 0.4
S -3.55083 -0.63903 1.26754 -0.2 -0.5 0.5
C -0.76724 -1.21213 -0.75421 0.1 0.3 0.1
Cl -2.10030 -1.82464 -1.65195 0.0 -0.1 -0.2
C 0.37339 -1.98655 -0.59784 0.0 0.2 0.1
C 1.46314 -1.47539 0.07689 -0.1 0.3 0.1
Cl 2.87846 -2.42832 0.26646 0.2 -0.2 0.0
H 5.64352 1.54446 -1.00392 0.1 0.0 0.1
H 5.54680 2.59706 0.43264 0.0 0.0 0.0
H 5.14566 0.85878 0.55873 0.0 0.0 0.0
H 2.00221 2.74582 0.03856 0.1 0.1 0.1
H 3.35455 3.45535 0.96324 -0.1 -0.1 0.0
H 3.61265 1.50134 2.34220 -0.2 0.0 0.0
H 1.87514 1.86706 2.31447 0.1 0.0 0.0
H 0.21557 1.56608 0.88540 0.0 0.1 0.1
H -1.21912 2.42890 -1.58906 0.1 0.1 -0.1
H -3.79519 3.34534 -1.37609 0.0 0.2 -0.1
H -4.97661 1.63845 0.11219 0.1 -0.1 0.1
H 0.41243 -2.98165 -1.00989 0.0 -0.1 0.0
```
Positions in Å, forces in eV/Å.

Below is a structure of composition C5H12O, with properties calculated with the ωB97M-V functional and the def2-TZVPD basis.

Calculated total energy: -7424.3108 eV
Gap between HOMO and LUMO: 9.47 eV
Charge: 0
Energy above the lowest of the compared OMol25 structures with the same formula, charge and spin: 289.5 kJ/mol
M: 88.15 g mol⁻¹
E_LUMO: 0.035 Ha
Max |F|: 0.38 eV/A

Structure (XYZ):
```
18
Properties=species:S:1:pos:R:3:forces:R:3
C -0.60473 -0.59844 -1.69768 0.0 0.0 0.0
C 0.46188 -0.24778 -0.66209 0.0 0.0 0.0
C 0.83382 1.23115 -0.74435 0.0 0.1 0.0
C 0.05609 -0.68904 0.72099 0.3 -0.1 0.1
C 0.61039 -0.20627 1.93339 0.3 -0.2 -0.1
O -1.53509 0.37095 0.98186 -0.3 0.0 0.2
H -0.87829 -1.65950 -1.65426 0.0 0.1 0.0
H -1.50238 -0.00304 -1.50375 0.1 -0.1 -0.1
H -0.24925 -0.38439 -2.71125 0.0 0.0 0.1
H 1.36315 -0.84791 -0.87452 -0.1 0.0 0.1
H 1.64074 1.49592 -0.05458 -0.1 0.0 -0.1
H 1.16737 1.47845 -1.75773 -0.1 0.0 0.1
H -0.04230 1.84202 -0.50582 0.1 -0.1 0.0
H -0.42559 -1.66737 0.74557 0.0 0.2 0.0
H 0.65015 -0.89396 2.77482 0.0 0.1 -0.1
H -0.64623 0.39857 1.86632 -0.3 0.0 -0.2
H 1.40841 0.53037 1.88789 -0.1 -0.1 0.0
H -2.30812 -0.14971 1.25517 0.1 0.1 -0.1
```
Positions in Å, forces in eV/Å.

Below is the ion C10H24NO5P2 with charge +1, with properties calculated with the ωB97M-V functional and the def2-TZVPD basis.

Calculated total energy: -41058.0837 eV
Gap between HOMO and LUMO: 9.98 eV
Charge: +1
M: 300.25 g mol⁻¹
E_LUMO: -0.140 Ha
SMILES string: CC(C)[C@H](C)CO[C@H]1COCC[N@H+]1PP(=O)(O)O
Max |F|: 4.80 eV/A

Structure (XYZ):
```
42
Properties=species:S:1:pos:R:3:forces:R:3
C 4.02546 -0.64301 -0.64436 -0.1 -0.3 0.5
C 2.97714 -1.59594 0.04105 0.1 0.3 0.2
C 3.06086 -1.40424 1.59314 0.0 -0.4 -0.9
C 1.52148 -1.45871 -0.53382 0.5 -0.3 -0.7
C 1.56462 -1.99104 -2.01063 0.2 0.1 0.7
C 1.03796 0.00668 -0.42662 0.7 -0.5 0.3
O -0.40148 0.11540 -0.51846 -0.8 0.2 0.4
C -0.85786 1.38359 -0.20098 1.2 1.0 -2.5
C -1.79982 1.97247 -1.31429 0.5 -0.7 -0.2
O -2.02631 3.35192 -1.11932 -0.1 -0.5 0.8
C -2.44899 3.64574 0.22689 -0.1 -0.1 -0.4
C -2.71737 2.36954 1.08498 -0.6 1.3 0.9
N -1.49455 1.48568 1.16664 0.4 0.2 -0.8
P -1.79346 -0.06703 2.03026 -0.7 0.0 2.2
P -2.95802 -1.44695 0.80880 -2.0 -4.0 -1.9
O -3.93517 -2.26249 1.60366 2.0 2.0 -0.4
O -1.86097 -2.48796 0.08481 -1.0 2.0 0.5
O -3.75807 -0.70738 -0.44363 2.0 -0.5 1.5
H 3.59170 0.28639 -1.05870 0.2 -0.5 0.2
H 4.74724 -0.33878 0.14434 -0.2 -0.2 -0.7
H 4.56699 -1.17389 -1.44766 -0.2 0.4 0.3
H 3.29728 -2.63411 -0.19473 -0.3 0.6 0.3
H 3.99633 -1.89537 1.93110 -0.5 0.5 0.0
H 3.09297 -0.31827 1.81799 -0.1 -0.7 0.2
H 2.21545 -1.91933 2.09475 0.4 0.4 -0.1
H 0.86259 -2.15124 0.03221 0.2 0.7 -0.1
H 0.56890 -2.06010 -2.48205 0.5 0.1 0.2
H 2.02615 -2.99907 -1.95403 -0.5 0.5 -0.2
H 2.25175 -1.36977 -2.61664 -0.5 -0.2 0.2
H 1.48161 0.60458 -1.25437 -0.3 -0.2 0.6
H 1.33816 0.42672 0.56465 0.0 -0.2 -0.7
H 0.03084 2.05860 -0.19968 -0.7 -0.1 0.3
H -2.73501 1.39153 -1.43575 0.4 0.2 0.3
H -1.22542 1.86598 -2.25488 -0.3 0.1 0.5
H -3.38202 4.24245 0.15409 0.4 -0.5 0.3
H -1.67237 4.30872 0.66529 -0.4 -0.5 0.1
H -3.61364 1.80223 0.77985 0.7 0.1 -0.2
H -2.90199 2.72308 2.12218 0.0 -0.3 -0.6
H -0.83718 2.01124 1.75481 -0.1 -0.3 0.0
H -0.49802 -0.67071 2.15890 -0.4 0.3 -0.8
H -1.93084 -3.35389 0.50693 -0.3 -0.1 0.0
H -3.40691 -1.10322 -1.25670 -0.1 0.1 -0.2
```
Positions in Å, forces in eV/Å.

Below is an isolated molecule of C4H6ClOP, with properties calculated with the ωB97M-V functional and the def2-TZVPD basis.

Calculated total energy: -28101.3041 eV
Gap between HOMO and LUMO (spin up / spin down): 7.81 / 7.99 eV
Charge: 0
Energy above the lowest of the compared OMol25 structures with the same formula, charge and spin: 311.8 kJ/mol
M: 136.52 g mol⁻¹
E_LUMO (spin up / spin down): -0.026 / -0.036 Ha
Max |F|: 3.51 eV/A

Structure (XYZ):
```
13
Properties=species:S:1:pos:R:3:forces:R:3
C -0.56563 0.46135 1.46938 0.2 -1.2 -1.2
C -1.03959 -0.76081 1.40784 0.4 -0.5 -1.6
C 0.12291 1.15526 0.31333 2.6 1.5 -1.5
C 0.90211 0.25962 -0.69604 0.8 -2.4 0.1
O 0.66623 -2.56606 -1.51782 -0.3 0.3 0.1
P -0.12676 -1.36892 -1.18222 1.0 1.2 3.1
Cl -1.39856 -0.90183 -2.67847 -0.2 0.3 0.0
H -0.53831 0.92174 2.42184 -0.1 0.8 0.9
H -1.49671 -1.43986 2.14048 0.2 0.4 -0.6
H -0.43593 1.82818 -0.33724 -1.1 -0.2 0.4
H 0.91583 1.93321 0.62938 -1.1 -1.4 0.3
H 1.05991 0.61684 -1.74462 0.1 0.5 1.2
H 1.93448 -0.13870 -0.22585 -2.5 0.7 -1.2
```
Positions in Å, forces in eV/Å.

Question: Which value of charge does entry 2 give?
Answer: 0